[1]
CHO2S2 | ωB97M-V with the def2-TZVPD basis set

The geometry in XYZ format:
```
6
CHO2S2, DFT ωB97M-V with the def2-TZVPD basis set
O -1.222 -1.498 -0.043
S 0.285 -1.429 0.048
C 0.701 0.249 -0.048
O -0.554 1.102 0.079
S 2.158 0.917 0.000
H -1.369 0.659 -0.034
```

LUMO ... 3.698 eV
Total charge ... -1
E_tot ... -985.58688 Eh
SMILES string ... [O-]SC(O)=S
HOMO-LUMO gap ... 6.564 eV



[2]
C42H130N13O24 | ωB97M-V with the def2-TZVPD basis set

The geometry in XYZ format:
```
209
C42H130N13O24, DFT ωB97M-V with the def2-TZVPD basis set
N -14.859 -20.427 11.521
H -15.391 -20.575 10.675
H -14.045 -21.008 11.664
H -15.387 -20.485 12.380
H -14.501 -19.489 11.412
N -7.592 -17.605 13.769
H -7.733 -16.690 14.173
H -8.179 -17.664 12.950
H -8.050 -18.297 14.346
H -6.624 -17.893 13.777
N -12.583 -13.741 10.521
H -11.990 -12.929 10.422
H -12.959 -13.862 9.592
H -13.243 -13.571 11.266
H -12.247 -14.636 10.848
N -11.829 -14.118 6.508
O -11.863 -12.914 6.784
O -11.685 -15.010 7.344
O -11.939 -14.428 5.357
N -12.750 -17.497 11.074
O -12.140 -18.512 11.337
O -12.212 -16.423 11.296
O -13.947 -17.608 10.750
C -16.771 -18.457 9.197
C -17.330 -18.418 7.824
O -18.789 -18.537 7.735
O -16.888 -19.769 9.732
H -17.267 -17.652 9.739
H -15.742 -18.101 9.230
H -16.878 -19.180 7.189
H -17.144 -17.456 7.345
H -19.032 -18.356 6.824
H -17.746 -20.150 9.528
C -15.921 -12.948 9.553
C -15.493 -13.618 8.259
O -14.466 -14.577 8.528
O -14.898 -12.145 10.091
H -16.424 -13.667 10.199
H -16.710 -12.271 9.227
H -15.043 -12.922 7.551
H -16.285 -14.044 7.642
H -14.737 -15.400 8.114
H -14.489 -11.675 9.360
C -13.331 -18.057 17.746
C -14.670 -18.517 16.994
O -14.505 -18.088 15.557
O -13.303 -16.726 17.696
H -12.449 -18.485 17.268
H -13.273 -18.481 18.748
H -15.531 -18.028 17.449
H -14.812 -19.577 17.207
H -13.988 -18.799 15.174
H -13.888 -16.597 16.945
C -8.398 -17.550 8.987
C -9.358 -17.025 10.032
O -9.227 -17.816 11.255
O -7.082 -17.362 9.448
H -8.393 -17.033 8.027
H -8.514 -18.618 8.807
H -10.335 -17.189 9.576
H -9.158 -15.995 10.329
H -10.121 -17.902 11.592
H -6.740 -18.193 9.787
C -12.090 -21.470 15.556
C -12.231 -21.126 14.059
O -13.071 -19.924 13.974
O -11.329 -20.419 16.251
H -11.490 -22.378 15.495
H -13.098 -21.623 15.940
H -12.739 -21.839 13.410
H -11.220 -20.891 13.727
H -12.625 -19.358 13.340
H -10.934 -20.675 17.088
C -8.758 -13.236 9.392
C -9.164 -12.247 10.491
C -8.075 -11.256 10.784
O -6.970 -11.891 11.344
C -5.980 -11.038 11.877
N -10.404 -11.687 10.103
H -8.642 -12.848 8.380
H -9.372 -14.136 9.371
H -7.810 -13.703 9.660
H -9.315 -12.872 11.371
H -8.491 -10.510 11.462
H -7.850 -10.664 9.898
H -6.578 -10.394 12.521
H -5.593 -10.302 11.172
H -5.083 -11.390 12.387
H -10.447 -10.899 10.732
H -10.022 -11.249 9.277
C -15.204 -16.712 4.886
C -14.373 -17.631 5.730
C -13.127 -18.181 5.058
O -12.287 -19.036 5.833
C -11.220 -18.358 6.514
N -14.150 -16.897 6.959
H -14.584 -15.911 4.485
H -16.024 -16.376 5.521
H -15.781 -17.245 4.131
H -15.007 -18.481 5.982
H -12.689 -17.292 4.606
H -13.481 -18.854 4.277
H -10.817 -17.464 6.037
H -10.427 -19.074 6.731
H -11.553 -18.049 7.504
H -13.730 -16.029 6.659
H -13.459 -17.261 7.600
C -6.809 -24.116 15.345
C -7.242 -23.617 13.970
C -8.047 -22.271 13.923
O -8.894 -22.160 12.781
C -8.883 -20.860 12.149
N -5.947 -23.581 13.333
H -7.774 -24.183 15.847
H -6.131 -23.494 15.930
H -6.625 -25.189 15.389
H -7.870 -24.416 13.574
H -7.263 -21.515 13.972
H -8.672 -22.103 14.800
H -7.860 -20.485 12.112
H -9.509 -20.066 12.555
H -9.089 -20.880 11.079
H -5.913 -23.453 12.331
H -5.555 -24.509 13.399
C -18.417 -20.943 14.141
C -17.010 -21.443 14.556
C -16.736 -22.920 14.086
O -15.330 -23.091 14.417
C -14.713 -24.419 14.298
N -16.107 -20.501 14.041
H -18.592 -19.929 14.499
H -19.263 -21.514 14.524
H -18.424 -20.919 13.051
H -16.891 -21.507 15.638
H -16.998 -23.177 13.059
H -17.431 -23.464 14.726
H -15.144 -24.994 15.117
H -13.679 -24.363 14.637
H -14.874 -24.970 13.371
H -16.206 -19.675 14.614
H -15.196 -20.853 14.296
C -18.712 -16.663 12.643
C -18.795 -15.226 12.386
C -19.540 -14.818 11.096
O -19.291 -13.523 10.722
C -19.426 -13.357 9.376
N -19.337 -14.596 13.580
H -18.144 -17.006 11.779
H -19.724 -16.990 12.884
H -18.150 -16.831 13.562
H -17.787 -14.890 12.145
H -20.623 -14.933 11.158
H -19.273 -15.520 10.306
H -20.498 -13.441 9.197
H -18.962 -14.157 8.798
H -19.124 -12.352 9.081
H -19.197 -13.655 13.241
H -20.304 -14.875 13.498
C -12.517 -20.847 8.671
C -12.591 -22.095 9.595
C -11.465 -23.175 9.460
O -11.622 -23.675 8.116
C -10.547 -24.421 7.609
N -12.410 -21.459 10.892
H -11.882 -20.027 9.006
H -13.555 -20.537 8.553
H -12.203 -21.038 7.645
H -13.576 -22.557 9.525
H -11.752 -23.821 10.290
H -10.455 -22.824 9.675
H -9.595 -23.908 7.476
H -10.848 -24.788 6.627
H -10.319 -25.314 8.191
H -11.854 -20.618 10.825
H -12.073 -22.170 11.525
C -9.202 -13.210 15.210
C -9.250 -14.703 15.030
C -10.025 -15.172 13.792
O -10.115 -16.647 13.789
C -11.349 -17.143 14.485
N -7.923 -15.275 15.053
H -8.273 -12.781 14.836
H -9.002 -13.078 16.273
H -10.042 -12.603 14.872
H -9.693 -15.200 15.893
H -9.363 -14.741 13.040
H -10.997 -14.680 13.817
H -11.224 -18.222 14.404
H -12.236 -16.781 13.964
H -11.472 -16.935 15.548
H -7.222 -14.624 14.731
H -7.703 -15.617 15.978
C -14.251 -14.364 13.902
C -14.800 -13.201 13.140
C -15.961 -12.508 13.935
O -15.382 -11.927 15.149
C -16.384 -11.228 15.857
N -13.656 -12.300 12.919
H -15.084 -15.067 13.922
H -13.917 -13.956 14.857
H -13.450 -14.767 13.284
H -15.107 -13.608 12.177
H -16.717 -13.252 14.185
H -16.381 -11.709 13.326
H -16.701 -11.635 16.817
H -17.318 -11.141 15.303
H -15.953 -10.296 16.223
H -14.097 -11.631 12.304
H -13.714 -11.781 13.783
```

LUMO ... -2.266 eV
Total charge ... +1
E_tot ... -4194.96972 Eh
HOMO-LUMO gap ... 6.473 eV



[3]
C27H43FIN3O8 | ωB97M-V with the def2-TZVPD basis set

The geometry in XYZ format:
```
83
C27H43FIN3O8, DFT ωB97M-V with the def2-TZVPD basis set
C -0.566 1.983 6.420
C 0.918 1.973 6.045
F 1.659 2.319 7.171
C 1.279 2.873 4.868
C 0.788 2.217 3.593
C 1.590 1.161 3.088
C 1.214 0.486 1.959
I 2.466 -1.097 1.312
C 0.037 0.833 1.255
N -0.313 0.143 0.140
C -1.409 0.543 -0.443
C -2.175 1.623 0.027
N -1.886 2.305 1.101
C -0.758 1.893 1.737
C -0.373 2.579 2.936
N -1.227 3.593 3.390
H -0.723 2.652 7.261
H -0.872 0.972 6.669
H -1.187 2.322 5.597
H 1.186 0.948 5.791
H 0.893 3.881 4.988
H 2.365 2.890 4.801
H 2.502 0.901 3.602
H -1.729 0.021 -1.336
H -3.057 1.911 -0.531
H -1.379 4.307 2.696
H -0.940 3.979 4.270
C -4.883 9.018 4.606
C -3.450 8.761 4.189
O -2.905 7.606 4.833
C -3.064 6.356 4.365
C -4.074 6.089 3.274
O -2.440 5.462 4.870
H -5.541 8.200 4.316
H -5.254 9.937 4.151
H -4.946 9.115 5.690
H -3.341 8.687 3.106
H -2.820 9.589 4.509
H -5.017 5.800 3.734
H -3.711 5.260 2.669
H -4.240 6.931 2.606
C 1.109 -1.066 -2.661
C 0.338 -2.362 -2.759
O 0.326 -2.890 -4.094
C 1.305 -3.663 -4.597
C 2.614 -3.767 -3.857
O 1.127 -4.202 -5.658
H 2.163 -1.202 -2.908
H 1.041 -0.663 -1.652
H 0.709 -0.332 -3.363
H 0.698 -3.108 -2.049
H -0.710 -2.184 -2.521
H 3.300 -3.020 -4.252
H 3.025 -4.758 -4.039
H 2.532 -3.641 -2.782
C 6.386 -4.853 2.218
C 5.262 -5.434 1.387
O 4.529 -4.417 0.697
C 4.895 -3.921 -0.497
C 6.271 -4.224 -1.042
O 4.135 -3.190 -1.073
H 7.127 -4.347 1.598
H 6.889 -5.639 2.782
H 5.993 -4.117 2.919
H 5.611 -6.198 0.691
H 4.535 -5.916 2.038
H 6.948 -3.424 -0.748
H 6.205 -4.252 -2.127
H 6.677 -5.179 -0.717
C -2.192 -3.437 -6.199
C -2.906 -4.700 -6.626
O -4.236 -4.442 -7.096
C -4.513 -4.090 -8.363
C -3.383 -3.676 -9.279
O -5.658 -4.054 -8.722
H -2.063 -2.746 -7.033
H -1.213 -3.671 -5.795
H -2.774 -2.915 -5.437
H -2.337 -5.262 -7.368
H -3.031 -5.358 -5.767
H -3.274 -2.594 -9.234
H -3.649 -3.964 -10.293
H -2.429 -4.144 -9.049
```

LUMO ... -0.323 eV
E_tot ... -2218.38866 Eh
SMILES string ... C[C@H](F)Cc1cc(I)c2nccnc2c1N.CCOC(C)=O.CCOC(C)=O.CCOC(C)=O.CCOC(C)=O
HOMO-LUMO gap ... 7.647 eV



Question: Among the records above, which one has the highest E_tot?
Answer: CHO2S2



Question: What is the LUMO in the second record?
Answer: -2.266 eV



Question: What is the formula in the third record?
Answer: C27H43FIN3O8